Model A:
Density functional theory data (ωB97M-V/def2-TZVPD) for the molecule C4H3N3O.

Output
HOMO-LUMO gap (eV): 9.4897
SMILES: c1nn2cncc2o1
Multiplicity: 1

Bonds (Å) are listed after each position.
Cartesian coordinates (Å):
1 N -0.65 -1.25 -1.16  N6 1.503, C7 1.291
2 C 0.23 -0.17 0.65  C3 1.420, N6 1.364, O11 1.378
3 C 0.62 1.10 1.16  C2 1.420, H4 1.218, N8 1.342
4 H 1.48 1.54 1.91  C3 1.218
5 C -0.71 1.41 -0.62  N6 1.358, N8 1.293, H10 1.205
6 N -0.55 0.07 -0.44  N1 1.503, C2 1.364, C5 1.358
7 C 0.10 -2.01 -0.44  N1 1.291, H9 1.016, O11 1.292
8 N -0.05 1.94 0.36  C3 1.342, C5 1.293
9 H 0.48 -2.90 -0.77  C7 1.016
10 H -1.80 1.66 -1.07  C5 1.205
11 O 0.84 -1.39 0.42  C2 1.378, C7 1.292



Model B:
Density functional theory data (ωB97M-V/def2-TZVPD) for the molecule C4H3N3O.

Output
HOMO-LUMO gap (eV): 9.7787
SMILES: C#Cc1ncnn1O
Multiplicity: 1

Bonds (Å) are listed after each position.
Cartesian coordinates (Å):
1 O -0.11 1.78 -0.08  H6 1.105, N11 1.322
2 C -2.82 -0.38 -0.10  H3 1.054, C9 1.239
3 H -3.83 -0.65 -0.14  C2 1.054
4 N 0.78 -1.44 -0.01  C7 1.339, C8 1.284
5 N 1.80 0.46 -0.04  C8 1.318, N11 1.280
6 H 0.52 2.63 0.25  O1 1.105
7 C -0.17 -0.51 0.05  N4 1.339, C9 1.439, N11 1.349
8 C 1.92 -0.85 -0.01  N4 1.284, N5 1.318, H10 1.148
9 C -1.60 -0.42 0.15  C2 1.239, C7 1.439
10 H 2.98 -1.27 -0.15  C8 1.148
11 N 0.54 0.64 0.09  O1 1.322, N5 1.280, C7 1.349



How do the energies compare? Relative to the most stable structure, in eV: model A 0.000; model B 1.127.



Model A:
Density functional theory data (ωB97M-V/def2-TZVPD) for a cluster of 2 separate species, C2H9N2 in total.

Output
HOMO-LUMO gap (eV): 9.9183
Total charge: +1
Multiplicity: 1

Bonds (Å) are listed after each position.
Cartesian coordinates (Å):
1 C 0.83 -0.29 -0.78  H3 1.072, H4 1.084, C10 1.381
2 H -0.68 0.12 -0.84  N7 1.211
3 H 0.97 0.30 -1.66  C1 1.072
4 H 1.10 -1.34 -0.83  C1 1.084
5 H 1.86 -1.09 1.59  N11 1.028
6 H -2.28 -0.10 -1.55  N7 1.016
7 N -1.87 0.14 -0.65  H2 1.211, H6 1.016, H9 1.030, H13 0.997
8 H 1.31 0.25 2.44  N11 0.993
9 H -2.00 -0.57 0.09  N7 1.030
10 C 0.96 0.36 0.43  C1 1.381, N11 1.378, H12 1.105
11 N 1.60 -0.10 1.56  H5 1.028, H8 0.993, C10 1.378
12 H 0.39 1.30 0.54  C10 1.105
13 H -2.19 1.03 -0.34  N7 0.997



Model B:
Density functional theory data (ωB97M-V/def2-TZVPD) for a cluster of 2 separate species, C2H9N2 in total.

Output
HOMO-LUMO gap (eV): 9.5853
Total charge: +1
Multiplicity: 1

Bonds (Å) are listed after each position.
Cartesian coordinates (Å):
1 H 1.14 -2.15 0.71  N5 1.020
2 H 2.46 -1.22 0.15  N5 1.022
3 C -0.86 1.38 1.08  H8 1.084, H10 1.077, C11 1.330
4 H 0.22 1.10 -1.40  N12 1.015
5 N 1.54 -1.61 -0.05  H1 1.020, H2 1.022, H7 1.020, H13 1.084
6 H -0.79 -0.09 -1.76  N12 1.011
7 H 1.73 -2.18 -0.88  N5 1.020
8 H -0.35 2.33 1.03  C3 1.084
9 H -2.04 0.09 0.05  C11 1.088
10 H -1.56 1.36 1.90  C3 1.077
11 C -1.01 0.40 0.19  C3 1.330, H9 1.088, N12 1.437
12 N -0.24 0.28 -1.01  H4 1.015, H6 1.011, C11 1.437
13 H 0.83 -0.83 -0.29  N5 1.084



How do the energies compare? Relative to the most stable structure, in eV: model A 0.060; model B 0.000.



Model A:
Density functional theory data (ωB97M-V/def2-TZVPD) for the molecule C16H26N6O5S.

Output
HOMO-LUMO gap (eV): 9.3856
SMILES: CS[C@]1(C(=O)NCCOCCN(C)C(=O)Cn2cnc(C(N)=O)n2)C[C@H](O)C1
Multiplicity: 1

Bonds (Å) are listed after each position.
Cartesian coordinates (Å):
1 O -5.92 4.55 1.70  C18 1.418, H47 0.964
2 H 2.67 0.61 -1.49  C33 1.085
3 S -3.09 3.35 0.33  C32 1.807, C40 1.832
4 C 6.92 -3.15 -0.90  C15 1.497, N20 1.362, N48 1.313
5 H -5.90 3.47 -0.78  C28 1.087
6 O -4.93 -0.15 0.32  C26 1.221
7 O 3.08 -2.27 1.05  C23 1.219
8 H 0.37 -2.23 1.10  C44 1.096
9 C 1.28 -0.32 1.48  N11 1.458, C44 1.513, H50 1.091, H51 1.089
10 H -4.43 2.58 2.73  C42 1.090
11 N 2.17 -0.33 0.33  C9 1.458, C23 1.352, C33 1.453
12 H -1.62 -2.47 -0.34  C43 1.097
13 H -2.04 -0.67 -2.02  C39 1.091
14 H -7.20 2.99 1.80  C18 1.088
15 C 8.41 -3.26 -1.00  C4 1.497, N16 1.354, O37 1.212
16 N 8.84 -4.53 -0.80  C15 1.354, H21 1.004, H27 1.005
17 N 4.99 -2.37 -0.88  C35 1.344, C36 1.442, N48 1.346
18 C -6.19 3.18 1.45  O1 1.418, H14 1.088, C28 1.542, C42 1.537
19 H 3.37 -1.54 -1.89  C36 1.093
20 N 6.11 -4.22 -0.66  C4 1.362, C35 1.312
21 H 9.83 -4.71 -0.84  N16 1.004
22 N -3.07 0.58 -0.73  H25 1.007, C26 1.349, C39 1.448
23 C 3.04 -1.36 0.23  O7 1.219, N11 1.352, C36 1.530
24 H 3.98 -4.19 -0.45  C35 1.076
25 H -2.43 1.35 -0.81  N22 1.007
26 C -4.17 0.76 0.03  O6 1.221, N22 1.349, C40 1.532
27 H 8.19 -5.26 -0.60  N16 1.005
28 C -5.87 2.72 0.01  H5 1.087, C18 1.542, C40 1.554, H53 1.090
29 H -3.54 -1.34 -1.36  C39 1.089
30 H -2.82 5.33 -0.87  C32 1.089
31 H -5.49 1.24 2.18  C42 1.088
32 C -3.66 4.65 -0.78  S3 1.807, H30 1.089, H34 1.087, H46 1.088
33 C 2.01 0.74 -0.64  H2 1.085, N11 1.453, H41 1.090, H49 1.092
34 H -4.52 5.18 -0.37  C32 1.087
35 C 4.91 -3.69 -0.64  N17 1.344, N20 1.312, H24 1.076
36 C 3.96 -1.37 -0.99  N17 1.442, H19 1.093, C23 1.530, H45 1.087
37 O 9.12 -2.32 -1.24  C15 1.212
38 O -0.70 -0.70 0.21  C43 1.414, C44 1.414
39 C -2.66 -0.75 -1.12  H13 1.091, N22 1.448, H29 1.089, C43 1.514
40 C -4.50 2.18 0.49  S3 1.832, C26 1.532, C28 1.554, C42 1.558
41 H 0.98 0.76 -1.00  C33 1.090
42 C -5.09 2.22 1.93  H10 1.090, C18 1.537, H31 1.088, C40 1.558
43 C -1.87 -1.45 -0.03  H12 1.097, O38 1.414, C39 1.514, H52 1.096
44 C 0.06 -1.20 1.29  H8 1.096, C9 1.513, O38 1.414, H54 1.098
45 H 4.48 -0.42 -1.10  C36 1.087
46 H -3.90 4.25 -1.77  C32 1.088
47 H -4.97 4.65 1.84  O1 0.964
48 N 6.28 -2.01 -1.05  C4 1.313, N17 1.346
49 H 2.23 1.71 -0.17  C33 1.092
50 H 0.96 0.71 1.65  C9 1.091
51 H 1.83 -0.66 2.36  C9 1.089
52 H -2.48 -1.50 0.88  C43 1.096
53 H -6.49 1.87 -0.27  C28 1.090
54 H -0.54 -1.19 2.21  C44 1.098



Model B:
Density functional theory data (ωB97M-V/def2-TZVPD) for the molecule C16H26N6O5S.

Output
HOMO-LUMO gap (eV): 9.3603
SMILES: CS[C@]1(C(=O)NCCOCCN(C)C(=O)Cn2cnc(C(N)=O)n2)C[C@H](O)C1
Multiplicity: 1

Bonds (Å) are listed after each position.
Cartesian coordinates (Å):
1 H -1.99 0.78 0.41  C47 1.096
2 H -1.91 9.20 2.05  N16 1.005
3 H 0.84 3.65 1.76  C15 1.093
4 H -1.25 1.67 -1.81  C40 1.089
5 H 1.42 -2.93 0.53  N12 1.007
6 S 2.16 -4.10 -1.46  C18 1.808, C52 1.802
7 O -1.53 3.38 -0.16  C30 1.219
8 H -1.21 -5.26 -1.89  C42 1.087
9 O 0.22 -8.16 -1.95  H19 0.963, C49 1.406
10 H 0.55 -1.91 2.46  C13 1.091
11 N 0.25 2.03 -0.43  C30 1.356, C36 1.453, C40 1.457
12 N 0.54 -3.26 0.90  H5 1.007, C13 1.447, C22 1.348
13 C -0.17 -2.49 1.89  H10 1.091, N12 1.447, H39 1.091, C53 1.514
14 O -1.12 -4.77 0.64  C22 1.223
15 C 0.53 4.13 0.82  H3 1.093, H23 1.088, C30 1.530, N51 1.445
16 N -1.05 9.65 1.77  H2 1.005, C20 1.357, H29 1.004
17 H -2.08 -0.40 -0.91  C47 1.099
18 C 0.74 -5.01 -0.81  S6 1.808, C22 1.524, C42 1.552, C46 1.562
19 H 0.99 -7.98 -2.50  O9 0.963
20 C -0.01 8.90 1.32  N16 1.357, O21 1.208, C24 1.499
21 O 1.05 9.35 0.95  C20 1.208
22 C -0.03 -4.32 0.30  N12 1.348, O14 1.223, C18 1.524
23 H 1.43 4.39 0.27  C15 1.088
24 C -0.32 7.43 1.32  C20 1.499, N28 1.363, N43 1.313
25 H 1.64 0.70 0.40  C36 1.090
26 H -1.75 -1.03 2.05  C53 1.098
27 H 0.63 -2.30 -2.00  C52 1.091
28 N -1.51 6.94 1.75  C24 1.363, C50 1.314
29 H -0.94 10.65 1.80  N16 1.004
30 C -0.35 3.16 0.03  O7 1.219, N11 1.356, C15 1.530
31 H 0.08 0.50 -1.81  C40 1.092
32 H 0.74 -3.50 -3.32  C52 1.088
33 H -2.10 4.87 1.76  C50 1.075
34 H 2.06 -2.35 -3.05  C52 1.089
35 H 2.12 -6.75 -0.71  C46 1.091
36 C 1.63 1.64 -0.16  N11 1.453, H25 1.090, H38 1.092, H48 1.084
37 H -1.91 -2.16 0.69  C53 1.096
38 H 2.16 1.49 -1.10  C36 1.092
39 H -0.68 -3.18 2.58  C13 1.091
40 C -0.58 1.10 -1.18  H4 1.089, N11 1.457, H31 1.092, C47 1.512
41 O -0.51 -0.66 0.42  C47 1.415, C53 1.417
42 C -0.20 -5.66 -1.86  H8 1.087, C18 1.552, H45 1.091, C49 1.543
43 N 0.53 6.53 0.90  C24 1.313, N51 1.347
44 H -0.89 -7.27 -0.53  C49 1.086
45 H 0.24 -5.67 -2.86  C42 1.091
46 C 1.14 -6.45 -0.33  C18 1.562, H35 1.091, C49 1.543, H54 1.088
47 C -1.39 0.19 -0.29  H1 1.096, H17 1.099, C40 1.512, O41 1.415
48 H 2.15 2.39 0.41  C36 1.084
49 C -0.03 -7.02 -1.15  O9 1.406, C42 1.543, H44 1.086, C46 1.543
50 C -1.37 5.64 1.57  N28 1.314, H33 1.075, N51 1.345
51 N -0.14 5.38 1.09  C15 1.445, N43 1.347, C50 1.345
52 C 1.30 -2.96 -2.56  S6 1.802, H27 1.091, H32 1.088, H34 1.089
53 C -1.20 -1.57 1.27  C13 1.514, H26 1.098, H37 1.096, O41 1.417
54 H 1.11 -6.61 0.75  C46 1.088



How do the energies compare? Relative to the most stable structure, in eV: model A 0.191; model B 0.000.



Model A:
Density functional theory data (ωB97M-V/def2-TZVPD) for the molecule C7H8N2O.

Output
HOMO-LUMO gap (spin up / spin down) (eV): 7.9561 / 7.1146
Multiplicity: 3

Bonds (Å) are listed after each position.
Cartesian coordinates (Å):
1 O -2.11 -1.30 -0.66  C5 1.295, C8 1.499
2 C 1.28 1.73 -2.06  C15 1.202, H17 1.074
3 H -1.54 -1.13 -2.60  C8 1.074
4 H 2.61 1.49 1.68  C14 1.191
5 C -1.11 -0.76 -0.05  O1 1.295, N7 1.277
6 C 1.04 -0.01 1.32  N10 1.324, C12 1.322, C14 1.550
7 N -0.86 -1.14 1.14  C5 1.277, N10 1.300, H18 1.033
8 C -2.44 -0.87 -2.06  O1 1.499, H3 1.074, H9 1.050, H16 1.105
9 H -3.34 -1.32 -2.36  C8 1.050
10 N 0.11 -0.74 1.91  C6 1.324, N7 1.300
11 H 1.60 0.93 3.16  C14 1.102
12 C 1.18 0.43 0.08  C6 1.322, C15 1.313
13 H 2.87 -0.09 2.48  C14 1.021
14 C 2.12 0.58 2.26  H4 1.191, C6 1.550, H11 1.102, H13 1.021
15 C 1.25 1.21 -0.98  C2 1.202, C12 1.313
16 H -2.62 0.21 -2.20  C8 1.105
17 H 1.44 2.49 -2.81  C2 1.074
18 H -1.48 -1.69 1.76  N7 1.033



Model B:
Density functional theory data (ωB97M-V/def2-TZVPD) for the molecule C7H8N2O.

Output
HOMO-LUMO gap (spin up / spin down) (eV): 5.3278 / 6.7199
Multiplicity: 3

Bonds (Å) are listed after each position.
Cartesian coordinates (Å):
1 H 2.93 1.98 0.55  N7 1.030
2 H -0.88 -1.12 -1.19  C17 1.155
3 C 0.49 0.50 -0.85  C8 1.397, C13 1.426, C17 1.546
4 H 0.94 0.91 -3.08  C13 1.120
5 H -1.02 -1.02 3.04  C6 1.211
6 C -1.34 -1.27 1.90  H5 1.211, N9 1.454, H11 1.066, H18 1.129
7 N 2.41 1.45 -0.16  H1 1.030, C8 1.367, C12 1.358
8 C 1.32 0.73 0.24  C3 1.397, N7 1.367, C15 1.533
9 N -0.53 -0.52 0.96  C6 1.454, C15 1.361, C17 1.431
10 O 0.94 0.02 2.62  C15 1.233
11 H -1.23 -2.30 1.65  C6 1.066
12 C 2.32 1.64 -1.50  N7 1.358, C13 1.391, H16 1.023
13 C 1.20 0.97 -1.99  C3 1.426, H4 1.120, C12 1.391
14 H -1.59 0.38 -0.51  C17 1.027
15 C 0.62 0.05 1.42  C8 1.533, N9 1.361, O10 1.233
16 H 2.92 2.19 -2.12  C12 1.023
17 C -0.79 -0.26 -0.42  H2 1.155, C3 1.546, N9 1.431, H14 1.027
18 H -2.39 -0.98 1.57  C6 1.129



How do the energies compare? Relative to the most stable structure, in eV: model A 3.584; model B 0.000.



Model A:
Density functional theory data (ωB97M-V/def2-TZVPD) for the molecule C3H7NOS.

Output
HOMO-LUMO gap (eV): 9.0593
SMILES: CONC(C)=S
Multiplicity: 1

Bonds (Å) are listed after each position.
Cartesian coordinates (Å):
1 S 0.07 -1.18 1.91  C5 1.626
2 H -0.17 -1.54 -1.15  C11 1.063
3 H 0.15 2.98 -1.57  C8 1.091
4 N 0.47 0.65 0.17  C5 1.347, O7 1.476, H10 1.087
5 C -0.18 -0.49 0.46  S1 1.626, N4 1.347, C11 1.378
6 H -1.24 1.95 -2.31  C8 1.215
7 O 0.62 0.95 -1.27  N4 1.476, C8 1.507
8 C -0.06 2.04 -2.07  H3 1.091, H6 1.215, O7 1.507, H12 1.252
9 H -1.64 -0.56 -1.17  C11 1.091
10 H 1.25 0.97 0.86  N4 1.087
11 C -0.91 -1.08 -0.55  H2 1.063, C5 1.378, H9 1.091, H13 1.096
12 H 0.60 2.10 -3.13  C8 1.252
13 H -1.52 -1.94 -0.24  C11 1.096



Model B:
Density functional theory data (ωB97M-V/def2-TZVPD) for the molecule C3H7NOS.

Output
HOMO-LUMO gap (eV): 9.9284
SMILES: N[C@@H](C=O)CS
Multiplicity: 1

Bonds (Å) are listed after each position.
Cartesian coordinates (Å):
1 C -0.54 1.10 1.31  H3 1.109, C4 1.498, O7 1.203
2 S 0.51 -2.37 -0.49  H12 1.337, C13 1.815
3 H -1.31 1.78 0.89  C1 1.109
4 C 0.26 0.29 0.34  C1 1.498, N9 1.474, H11 1.092, C13 1.525
5 H -1.14 -0.72 -0.95  C13 1.088
6 H 1.65 1.12 -0.95  N9 1.012
7 O -0.42 0.97 2.50  C1 1.203
8 H 0.20 0.86 -1.64  N9 1.014
9 N 0.65 1.16 -0.78  C4 1.474, H6 1.012, H8 1.014
10 H -1.20 -1.23 0.73  C13 1.091
11 H 1.16 0.03 0.90  C4 1.092
12 H 0.71 -2.04 -1.77  S2 1.337
13 C -0.53 -0.94 -0.08  S2 1.815, C4 1.525, H5 1.088, H10 1.091



Model C:
Density functional theory data (ωB97M-V/def2-TZVPD) for the molecule C3H7NOS.

Output
HOMO-LUMO gap (eV): 10.0100
Multiplicity: 1

Bonds (Å) are listed after each position.
Cartesian coordinates (Å):
1 C 0.55 -1.10 0.41  H4 1.064, C7 1.522, H10 1.093, C12 1.537
2 H -1.22 -1.37 -1.14  C12 1.182
3 O -1.95 1.63 -0.18  H8 0.925, S9 1.977
4 H 0.46 -1.53 1.38  C1 1.064
5 H -1.52 -0.52 0.47  C12 1.055
6 H 2.26 -0.09 0.20  C7 1.035
7 C 1.29 0.23 0.39  C1 1.522, H6 1.035, N11 1.431, H13 1.170
8 H -1.73 2.48 -0.48  O3 0.925
9 S -0.49 0.79 -1.20  O3 1.977, N11 1.500, C12 1.804
10 H 1.19 -1.67 -0.25  C1 1.093
11 N 0.90 1.07 -0.70  C7 1.431, S9 1.500
12 C -0.78 -0.72 -0.26  C1 1.537, H2 1.182, H5 1.055, S9 1.804
13 H 1.04 0.80 1.37  C7 1.170



Model D:
Density functional theory data (ωB97M-V/def2-TZVPD) for a cluster of 2 separate species, C3H7NOS in total.

Output
HOMO-LUMO gap (eV): 8.6581
Multiplicity: 1

Bonds (Å) are listed after each position.
Cartesian coordinates (Å):
1 H -1.67 -1.49 -3.02  C9 1.004
2 H 0.38 0.63 -2.32  C6 1.059
3 H -0.09 -0.48 -0.90  C6 1.165
4 O 1.89 -0.37 1.35  S10 1.632, C12 1.521
5 N 1.25 1.50 3.13  H7 0.958, S10 1.674, H13 0.974
6 C -0.21 -0.20 -2.02  H2 1.059, H3 1.165, C9 1.339
7 H 1.19 1.93 3.99  N5 0.958
8 H 0.14 -1.38 1.51  C12 1.024
9 C -0.99 -0.76 -2.96  H1 1.004, C6 1.339, H11 1.069
10 S 1.52 -0.13 2.92  O4 1.632, N5 1.674, C12 1.719
11 H -0.82 -0.43 -3.96  C9 1.069
12 C 0.40 -0.40 1.64  O4 1.521, H8 1.024, S10 1.719
13 H 0.63 1.86 2.47  N5 0.974



How do the energies compare? Relative to the most stable structure, in eV: model A 3.096; model B 0.000; model C 2.144; model D 5.386.